Record 1
Below is a structure of composition C37H56BN11O4V at a distorted geometry, with properties calculated with ωB97M-V/def2-TZVPD.

Geometry (Å):
V -0.43 0.89 -0.39
C 2.91 3.94 -0.39
C 2.33 2.94 -1.33
C 2.94 2.83 -2.76
C 2.49 1.55 -0.71
C 3.70 0.88 -0.62
C 3.39 -0.39 -0.13
C 4.43 -1.40 -0.04
C 4.43 -2.26 -1.38
C 4.38 -2.32 1.16
N 2.09 -0.51 0.11
N 1.51 0.73 -0.21
B 1.02 -1.65 0.43
N 0.23 -1.92 -0.82
N -0.19 -0.80 -1.51
C -0.67 -1.19 -2.69
C -0.58 -2.57 -2.74
C 0.01 -3.03 -1.55
C 0.33 -4.43 -1.13
C 1.80 -4.76 -0.98
C -0.53 -4.86 0.04
C -0.87 -0.22 -3.80
C -2.10 -0.58 -4.64
C 0.39 -0.21 -4.75
N 0.05 -0.98 1.51
N -0.83 0.04 1.24
C -1.56 0.34 2.35
C -1.13 -0.48 3.41
C -0.09 -1.31 2.82
C 0.73 -2.30 3.58
C 1.63 -1.53 4.64
C -0.08 -3.34 4.39
C -2.50 1.54 2.64
C -3.31 2.26 1.58
C -3.31 1.18 3.87
H 2.89 4.97 -0.79
H 4.02 3.73 -0.25
H 2.38 3.81 0.61
H 1.27 3.11 -1.54
H 4.04 2.59 -2.81
H 2.75 3.80 -3.28
H 2.43 2.01 -3.30
H 4.66 1.29 -0.79
H 5.34 -0.74 -0.11
H 3.33 -2.50 -1.54
H 5.05 -3.15 -1.26
H 4.84 -1.75 -2.26
H 3.56 -2.98 1.11
H 4.29 -1.74 2.06
H 5.30 -2.94 1.21
H 1.48 -2.71 0.87
H -0.86 -3.16 -3.57
H -0.01 -5.00 -2.03
H 2.11 -4.18 -0.11
H 2.39 -4.46 -1.89
H 1.86 -5.81 -0.75
H -0.22 -4.38 0.95
H -0.49 -5.93 0.14
H -1.62 -4.68 -0.10
H -0.97 0.81 -3.44
H -2.01 -1.53 -5.11
H -2.24 0.10 -5.47
H -3.00 -0.59 -4.05
H 0.55 -1.21 -5.17
H 1.35 0.04 -4.28
H 0.27 0.56 -5.51
H -1.42 -0.48 4.37
H 1.36 -2.81 2.87
H 1.05 -0.81 5.22
H 2.48 -1.04 4.10
H 1.99 -2.29 5.30
H -0.56 -2.96 5.28
H 0.51 -4.21 4.68
H -0.87 -3.75 3.73
H -1.74 2.26 2.93
H -4.06 1.61 1.12
H -2.75 2.84 0.80
H -3.95 3.01 2.03
H -4.08 0.46 3.58
H -3.84 2.05 4.18
H -2.76 0.78 4.74
C -3.24 -1.36 0.58
C -3.36 -0.28 -0.48
N -2.41 0.54 -0.82
C -2.91 1.34 -1.82
C -4.18 0.99 -2.08
N -4.43 -0.07 -1.25
C -5.31 1.48 -2.96
O -5.18 2.69 -3.49
O -6.24 0.76 -3.05
C -1.94 2.35 -2.31
O -2.07 3.19 -3.15
O -0.83 2.20 -1.56
H -2.34 -1.89 0.65
H -4.12 -1.96 0.36
H -3.33 -0.97 1.57
H -5.34 -0.54 -1.25
H -4.25 3.01 -3.50
N -0.26 6.22 1.24
C 0.02 4.94 1.56
C -0.36 3.86 0.71
N 0.10 2.65 0.96
C 0.77 2.44 2.17
C 0.88 3.47 3.11
N 0.60 4.74 2.76
H -0.60 6.47 0.31
H -0.11 6.92 1.89
H -0.89 3.92 -0.24
H 1.27 1.50 2.26
H 1.35 3.32 4.13

Properties
energy relative to the best compared isomer or geometry (same formula, charge and spin): 0.00 kJ/mol
multiplicity: 1
frontier orbital gap (spin up / spin down): 4.9 / 4.6 eV
charge: +3



Record 2
Below is a cluster of 6 separate species, C37H56ClF2N5O18PSSi in total at a distorted geometry, with properties calculated with ωB97M-V/def2-TZVPD.

Geometry (Å):
C -5.38 -0.08 -1.71
Si -3.98 -0.91 -2.79
C -3.70 -2.71 -2.06
C -4.55 -0.99 -4.64
C -3.31 -1.54 -5.62
C -2.91 -0.36 -6.72
F -4.18 0.00 -7.40
F -2.48 0.88 -5.97
N -1.80 -0.81 -7.69
C -0.59 -1.04 -7.10
N -0.09 -0.94 -5.67
C 1.36 -1.33 -5.48
C 2.33 -1.42 -4.16
C 3.15 0.00 -4.00
C 4.20 -0.21 -2.75
S 5.20 1.37 -2.43
N 1.73 -1.68 -6.91
N 0.64 -1.52 -7.79
C 1.01 -1.92 -9.19
O 1.01 -0.67 -10.01
N 2.16 -0.05 -9.65
O 1.89 1.05 -9.15
P -2.26 -0.98 -9.39
O -3.60 -2.15 -9.39
Cl -2.94 0.90 -10.22
C -2.37 0.12 -2.50
C -0.90 -0.53 -2.05
C 0.45 0.41 -1.77
C 0.41 2.06 -1.96
C -1.02 2.72 -2.43
C -2.37 1.78 -2.68
H -5.08 -0.02 -0.57
H -6.40 -0.64 -1.87
H -5.49 1.02 -2.12
H -2.70 -3.17 -2.50
H -3.63 -2.69 -0.88
H -4.57 -3.44 -2.38
H -4.91 0.09 -4.94
H -5.42 -1.79 -4.71
H -3.73 -2.45 -6.24
H -2.44 -1.83 -4.89
H 1.62 -1.65 -3.24
H 3.03 -2.36 -4.32
H 2.40 0.90 -3.81
H 3.71 0.26 -5.01
H 5.01 -1.04 -3.01
H 3.70 -0.51 -1.74
H 6.12 1.60 -3.48
H 2.66 -2.01 -7.24
H 0.17 -2.67 -9.58
H 2.03 -2.49 -9.31
H -3.11 -3.04 -9.33
H -0.87 -1.70 -1.93
H 1.50 -0.04 -1.45
H 1.40 2.67 -1.75
H -1.07 3.89 -2.59
H -3.34 2.37 -2.99
C 1.57 -1.36 3.18
C 0.76 -2.53 2.64
C 1.35 -3.14 1.40
O 0.21 -3.69 0.77
C -0.85 -2.92 1.16
O -1.96 -2.97 0.65
O -0.51 -2.09 2.19
H 1.04 -0.88 4.01
H 2.55 -1.69 3.53
H 1.71 -0.59 2.41
H 0.61 -3.27 3.43
H 2.08 -3.91 1.63
H 1.80 -2.40 0.73
C 0.80 -1.01 9.52
C 0.75 -0.81 8.02
C -0.65 -0.74 7.48
O -0.48 -1.19 6.15
C 0.60 -2.03 6.16
O 0.92 -2.76 5.24
O 1.28 -1.94 7.35
H 1.83 -1.18 9.85
H 0.40 -0.14 10.05
H 0.23 -1.90 9.83
H 1.34 0.06 7.74
H -1.05 0.27 7.50
H -1.35 -1.42 7.98
C 11.33 -0.43 -1.75
C 10.69 0.63 -2.62
C 9.77 1.54 -1.86
O 8.87 1.97 -2.87
C 8.83 0.97 -3.80
O 8.01 0.89 -4.70
O 9.83 0.05 -3.58
H 11.90 -1.14 -2.37
H 12.00 0.01 -1.01
H 10.57 -1.03 -1.23
H 11.46 1.20 -3.15
H 10.29 2.39 -1.42
H 9.19 1.03 -1.08
C -7.59 3.10 1.18
C -6.15 3.15 1.66
C -5.51 4.50 1.48
O -4.14 4.17 1.36
C -4.09 2.91 0.85
O -3.08 2.37 0.42
O -5.32 2.32 0.86
H -7.97 2.07 1.23
H -8.23 3.74 1.79
H -7.67 3.42 0.14
H -6.08 2.81 2.70
H -5.68 5.16 2.33
H -5.82 5.01 0.56
C -1.72 2.02 13.72
C -1.77 2.22 12.22
C -3.16 2.29 11.68
O -2.99 1.84 10.34
C -1.91 1.01 10.36
O -1.60 0.27 9.44
O -1.24 1.09 11.54
H -0.68 1.86 14.05
H -2.12 2.89 14.25
H -2.28 1.14 14.02
H -1.18 3.10 11.93
H -3.57 3.31 11.69
H -3.87 1.62 12.18

Properties
multiplicity: 1
frontier orbital gap: 6.1 eV
charge: +1